{
  "formula": "C49H47BrCl2KN7O2Si",
  "method": "ωB97M-V/def2-TZVPD",
  "homo_energy_ev": -1.41,
  "total_energy_ev": -185395.3049,
  "homo_lumo_gap_ev": 5.1,
  "molar_mass_g_mol": 984.0,
  "total_charge": -2,
  "elements": ["K", "Cl", "C", "C", "C", "N", "C", "O", "C", "C", "C", "C", "C", "N", "C", "C", "C", "Cl", "N", "C", "O", "C", "C", "C", "C", "C", "N", "H", "H", "H", "H", "H", "H", "H", "H", "H", "H", "C", "C", "C", "C", "C", "Br", "N", "C", "H", "H", "H", "H", "H", "H", "C", "Si", "C", "N", "C", "C", "C", "C", "C", "C", "C", "C", "C", "C", "C", "C", "C", "C", "C", "C", "C", "H", "H", "H", "H", "H", "H", "H", "H", "H", "H", "H", "H", "H", "H", "H", "H", "H", "H", "H", "H", "H", "H", "H", "H", "N", "C", "C", "C", "C", "C", "C", "H", "H", "H", "H", "H", "H", "H"],
  "coordinates": [[1.309, -0.429, 0.439], [5.943, -1.225, 6.249], [5.227, -0.608, 4.778], [4.079, -1.195, 4.291], [3.447, -0.766, 3.118], [2.399, -1.552, 2.614], [1.486, -1.924, 3.497], [1.187, -1.418, 4.601], [0.718, -3.186, 3.165], [0.673, -4.175, 4.153], [-0.039, -5.330, 3.914], [-0.718, -5.454, 2.707], [-0.626, -4.418, 1.798], [0.092, -3.311, 2.000], [4.015, 0.329, 2.412], [5.190, 0.899, 2.926], [5.792, 0.448, 4.082], [7.259, 1.221, 4.639], [3.519, 0.708, 1.160], [3.667, 1.970, 0.785], [4.029, 2.967, 1.441], [3.346, 2.245, -0.687], [3.609, 3.523, -1.176], [3.295, 3.821, -2.489], [2.729, 2.836, -3.281], [2.506, 1.590, -2.714], [2.806, 1.292, -1.451], [3.650, -2.021, 4.840], [1.181, -3.995, 5.090], [-0.086, -6.115, 4.660], [-1.323, -6.322, 2.481], [-1.167, -4.468, 0.861], [5.628, 1.735, 2.405], [4.032, 4.241, -0.489], [3.473, 4.813, -2.888], [2.428, 3.025, -4.302], [2.019, 0.808, -3.281], [4.287, -4.898, -0.903], [2.841, -4.563, -1.129], [1.948, -5.436, -1.739], [0.624, -5.069, -1.903], [0.243, -3.821, -1.430], [-1.574, -3.302, -1.628], [1.059, -2.976, -0.849], [2.332, -3.340, -0.709], [4.526, -5.892, -1.281], [4.528, -4.869, 0.160], [4.938, -4.178, -1.402], [2.287, -6.406, -2.086], [-0.099, -5.719, -2.371], [2.983, -2.632, -0.203], [-0.545, 0.062, -2.334], [-1.676, 1.402, -2.476], [-2.165, 2.117, -0.760], [-1.109, 2.219, 0.244], [0.037, 3.021, -0.224], [0.483, 4.073, 0.782], [-0.697, 4.982, 1.115], [-1.902, 4.163, 1.627], [-1.611, 2.661, 1.541], [-1.299, 2.934, -3.609], [-0.611, 2.689, -4.800], [-0.294, 3.700, -5.696], [-0.651, 5.013, -5.415], [-1.330, 5.290, -4.237], [-1.650, 4.263, -3.357], [-3.366, 0.857, -3.188], [-4.147, 1.599, -4.073], [-5.391, 1.150, -4.501], [-5.885, -0.066, -4.051], [-5.124, -0.827, -3.172], [-3.885, -0.367, -2.751], [-0.395, -0.674, -3.120], [0.361, 0.289, -1.766], [-2.915, 1.405, -0.395], [-2.705, 3.075, -0.888], [-0.230, 3.544, -1.150], [0.871, 2.367, -0.485], [1.310, 4.642, 0.354], [0.887, 3.604, 1.683], [-0.975, 5.517, 0.201], [-0.405, 5.744, 1.842], [-2.798, 4.403, 1.050], [-2.128, 4.414, 2.667], [-2.502, 2.076, 1.770], [-0.882, 2.397, 2.313], [-0.295, 1.672, -5.014], [0.242, 3.468, -6.611], [-0.399, 5.811, -6.103], [-1.610, 6.310, -3.999], [-2.182, 4.515, -2.447], [-3.775, 2.549, -4.441], [-5.975, 1.750, -5.191], [-6.855, -0.419, -4.382], [-5.498, -1.781, -2.818], [-3.277, -0.961, -2.078], [-1.906, -0.628, 2.254], [-2.599, -1.712, 2.768], [-2.301, -2.215, 4.039], [-3.037, -3.264, 4.559], [-4.082, -3.835, 3.842], [-4.376, -3.337, 2.579], [-3.648, -2.286, 2.046], [-1.014, -0.461, 2.700], [-1.841, -0.582, 1.245], [-1.462, -1.801, 4.588], [-2.775, -3.652, 5.536], [-4.647, -4.662, 4.253], [-5.179, -3.773, 1.996], [-3.878, -1.903, 1.058]],
  "mulliken_charge": [1.028, -0.284, -0.148, -0.269, -0.065, -0.143, 0.142, -0.751, 0.566, -1.081, -0.544, -1.032, 0.018, 0.627, -0.291, -0.463, 0.102, -0.282, 0.006, 0.464, -0.820, 0.048, -0.465, -0.578, -0.646, -0.076, -0.051, 0.493, 0.468, 0.394, 0.407, 0.189, 0.533, 0.483, 0.381, 0.427, 0.445, -1.508, 0.645, -0.551, -0.626, -0.108, -0.039, 0.279, -0.405, 0.360, 0.314, 0.330, 0.323, 0.430, 0.368, 0.222, -0.062, -1.061, 1.244, 1.158, -0.950, -0.720, -0.812, -0.867, 0.656, -0.426, -0.561, -0.478, -0.790, -0.038, 0.130, -0.513, -0.689, -0.466, -0.603, -0.103, 0.575, -1.026, 0.572, 0.173, -0.422, -1.271, 0.445, 0.329, 0.243, 0.464, 0.292, 0.427, 0.479, 0.326, 0.328, 0.388, 0.353, 0.391, 0.246, 0.274, 0.380, 0.331, 0.412, 0.045, -0.252, 0.240, -0.198, -0.538, -0.643, -0.601, -0.322, 0.187, -0.121, 0.424, 0.407, 0.361, 0.375, 0.609]
}